(1)
# C5H6Cl2O2S

C5H6Cl2O2S in the gas phase in a non-equilibrium geometry (the ωB97M-V functional and the def2-TZVPD basis, the OMol25 dataset).

Positions of all 16 atoms, in Å:
C  0.49061  -0.84663  -0.19568
C  -0.06622  0.44196  -0.20047
C  0.60446  -2.21012  0.27214
C  0.04625  1.20882  -1.49446
C  0.16061  1.22882  1.10634
O  -2.29780  0.07667  1.29011
O  1.11017  -1.81027  -0.99870
S  -1.92657  -0.17985  -0.11845
Cl  -0.79111  -3.32144  0.26426
Cl  1.84567  -2.65792  1.45878
H  -0.13470  0.32713  -2.27391
H  1.11527  1.43730  -1.76355
H  -0.72248  1.96087  -1.35872
H  -0.27222  2.32314  1.04534
H  1.29240  1.33823  1.10534
H  -0.45436  0.68329  1.86163

## Properties
Multiplicity: 3
Lowest unoccupied orbital energy (spin up / spin down) (eV): 0.6 / -1.4
Total charge: 0
Orbital gap (spin up / spin down) (eV): 7.96 / 8.67
Expectation value of S²: 2.014



(2)
# C5H6Cl3F3MnN2O7S

A molecular structure, C5H6Cl3F3MnN2O7S in a non-equilibrium geometry (the ωB97M-V functional and the def2-TZVPD basis, the OMol25 dataset).

Positions of all 28 atoms, in Å:
Mn  1.10219  -0.54047  -0.11216
C  -3.16168  0.82119  2.69019
O  -1.82491  0.31177  2.72418
C  -1.15129  0.12045  1.60009
O  -0.00309  -0.28840  1.65565
N  -1.75986  0.41623  0.43361
N  -1.04225  0.12675  -0.72705
H  -3.43090  0.99838  3.72454
H  -3.84588  0.08570  2.26329
H  -3.20982  1.76083  2.13964
H  -2.76041  0.49823  0.37000
H  -1.06259  0.92722  -1.34815
H  -1.41970  -0.70952  -1.19018
Cl  1.35274  -4.74687  -1.90546
C  0.85128  -3.14082  -2.41834
Cl  2.22213  -1.98903  -2.20129
Cl  0.37771  -3.14731  -4.10271
C  -0.27011  -2.59706  -1.46593
O  -1.37901  -2.38944  -1.93196
O  0.15104  -2.38197  -0.28656
F  2.16163  3.77048  -0.24523
C  2.20358  2.65462  0.47454
F  0.93785  2.31038  0.77997
F  2.85849  2.87124  1.60713
S  2.97451  1.29449  -0.50726
O  4.19967  1.81262  -1.00059
O  1.90492  0.98331  -1.47391
O  3.02379  0.16697  0.45393

## Properties
Multiplicity: 2
Lowest unoccupied orbital energy (spin up / spin down) (eV): 0.0 / 0.0
Total charge: 0
Orbital gap (spin up / spin down) (eV): 9.87 / 9.46
Expectation value of S²: 0.800



(3)
# C5H6ClF

C5H6ClF in the gas phase (the ωB97M-V functional and the def2-TZVPD basis, the OMol25 dataset).

Positions of all 13 atoms, in Å:
C  1.07057  1.59356  -0.00242
C  1.24010  0.27040  -0.00132
C  0.19763  -0.77753  0.00440
C  -1.10241  -0.60934  -0.74587
C  -1.10089  -0.59706  0.74938
H  1.85130  2.34569  0.00681
H  0.63456  -1.78960  -0.00091
H  -1.27677  0.35178  -1.26018
H  -1.49603  -1.50111  -1.26743
H  -1.25791  0.36371  1.25436
H  -1.47863  -1.49748  1.26605
F  -0.17006  2.12982  -0.00205
Cl  2.88854  -0.28283  -0.00082

## Properties
Multiplicity: 1
Energy above the lowest of the compared OMol25 structures with the same formula, charge and spin (eV): 0.634
Lowest unoccupied orbital energy (eV): 1.1
Total charge: 0
Structure (SMILES): F/C=C(/Cl)C1CC1
Orbital gap (eV): 10.09



(4)
# C5H6ClN2O

A gas-phase ion, C5H6ClN2O (charge +1) in a non-equilibrium geometry (the ωB97M-V functional and the def2-TZVPD basis, the OMol25 dataset).

Positions of all 15 atoms, in Å:
C  0.68446  0.71597  0.73725
C  0.34922  1.80096  -0.00874
C  0.23572  -0.56575  0.44231
C  -0.42596  1.68559  -1.16733
C  0.54222  -1.80434  1.18404
N  -0.97674  0.42779  -1.32670
N  -0.66779  -0.61912  -0.51321
O  -1.37596  -1.60210  -0.64236
Cl  -0.75867  2.89544  -2.30236
H  1.39561  0.70773  1.60349
H  0.75405  2.78468  0.22870
H  -0.33174  -2.26535  1.83013
H  1.47745  -1.72845  1.63460
H  0.63416  -2.44478  0.39587
H  -1.53602  0.01174  -2.09568

## Properties
Multiplicity: 1
Energy above the lowest of the compared OMol25 structures with the same formula, charge and spin (eV): 4.199
Lowest unoccupied orbital energy (spin up / spin down) (eV): -5.6 / -5.6
Total charge: +1
Structure (SMILES): Cc1ccc(Cl)[nH][n+]1=O
Orbital gap (spin up / spin down) (eV): 8.36 / 8.36



(5)
# C5H6ClN3

C5H6ClN3 in the gas phase in a non-equilibrium geometry (the ωB97M-V functional and the def2-TZVPD basis, the OMol25 dataset).

Positions of all 15 atoms, in Å:
C  1.00269  0.44222  2.17803
C  0.63226  0.09775  0.69792
C  1.08423  -0.44045  -0.47876
C  1.91824  0.37181  3.20591
C  -1.61680  0.09265  -0.27198
N  -0.22944  1.00448  2.73842
N  -1.13144  0.98944  1.79021
N  -0.70503  0.48749  0.67672
Cl  1.38512  0.83977  4.77387
H  2.04827  -0.88057  -0.64918
H  0.45460  -0.68304  -1.28618
H  2.89409  -0.11389  3.38797
H  -1.37525  0.51979  -1.21682
H  -1.40878  -0.97880  -0.52021
H  -2.68013  0.36360  0.09230

## Properties
Multiplicity: 1
Energy above the lowest of the compared OMol25 structures with the same formula, charge and spin (eV): 3.601
Lowest unoccupied orbital energy (spin up / spin down) (eV): -0.6 / -0.6
Total charge: 0
Structure (SMILES): C=c1/c(=C/Cl)nnn1C
Orbital gap (spin up / spin down) (eV): 7.52 / 7.52



(6)
# C5H6ClO2

A gas-phase ion, C5H6ClO2 (charge -1) in a non-equilibrium geometry (the ωB97M-V functional and the def2-TZVPD basis, the OMol25 dataset).

Positions of all 14 atoms, in Å:
C  0.98199  -1.71815  0.51658
C  1.04661  -0.40292  0.57894
C  -0.72960  1.48329  0.91890
C  -0.86611  -0.06770  -1.18613
C  0.06838  0.60775  -0.21756
O  -1.90956  1.68316  0.64592
O  -0.04449  1.81439  1.88103
Cl  1.12983  1.73141  -1.10459
H  1.63903  -2.33967  1.10880
H  0.28148  -2.24038  -0.11439
H  1.74158  0.12436  1.21167
H  -1.56283  0.67525  -1.57542
H  -1.44716  -0.81601  -0.65110
H  -0.32914  -0.53477  -2.01265

## Properties
Multiplicity: 1
Energy above the lowest of the compared OMol25 structures with the same formula, charge and spin (eV): 0.000
Lowest unoccupied orbital energy (eV): 3.7
Total charge: -1
Structure (SMILES): C=C[C@](C)(Cl)C(=O)[O-]
Orbital gap (eV): 8.03



(7)
# C5H6CuO3

A molecular structure, C5H6CuO3 in a non-equilibrium geometry (the ωB97M-V functional and the def2-TZVPD basis, the OMol25 dataset).

Positions of all 15 atoms, in Å:
O  -1.08989  -2.60098  0.01193
C  -0.88188  -1.40935  -0.09714
O  0.15956  -0.90930  -0.73001
O  -1.65409  -0.47608  0.42021
C  -1.08835  0.82220  0.18901
C  0.09927  0.54007  -0.74463
C  1.40699  1.11894  -0.28677
C  2.06191  0.63991  0.81702
Cu  -2.56222  -3.62335  0.83702
H  -0.77952  1.23567  1.15644
H  -1.84894  1.46050  -0.26888
H  -0.12073  0.83742  -1.77733
H  1.49302  2.21559  -0.37167
H  2.85908  0.57021  -0.22519
H  1.94578  -0.42146  1.06997

## Properties
Multiplicity: 2
Energy above the lowest of the compared OMol25 structures with the same formula, charge and spin (eV): 2.620
Lowest unoccupied orbital energy (spin up / spin down) (eV): -0.5 / -0.5
Total charge: 0
Orbital gap (spin up / spin down) (eV): 4.78 / 7.80
Expectation value of S²: 0.751



(8)
# C5H6EuO2

A molecular structure, C5H6EuO2 in a non-equilibrium geometry (the ωB97M-V functional and the def2-TZVPD basis, the OMol25 dataset).

Positions of all 14 atoms, in Å:
C  0.20945  0.96564  -1.61862
C  -0.31789  0.39692  -0.68347
C  -1.19720  -0.17769  0.33731
C  -1.48662  0.79598  1.45186
O  -2.58040  0.94090  1.95361
Eu  -5.36553  0.55178  1.49637
H  0.56795  1.47348  -2.49688
H  -0.68970  -1.03905  0.80786
H  -2.13847  -0.54380  -0.09497
H  -0.62217  1.37454  1.83291
C  3.14410  -0.57245  -0.65235
O  3.64093  -1.73380  -0.96941
H  3.81431  -0.19928  0.15725
H  3.02124  -2.23315  -1.52147

## Properties
Multiplicity: 8
Energy above the lowest of the compared OMol25 structures with the same formula, charge and spin (eV): 0.000
Lowest unoccupied orbital energy (spin up / spin down) (eV): 0.2 / 0.2
Total charge: 0
Orbital gap (spin up / spin down) (eV): 5.15 / 4.92
Expectation value of S²: 15.761